Here is a cluster of 2 separate species, C2F5NO4S in total at a distorted geometry from the Open Molecules 2025 dataset. Energies are from ωB97M-V/def2-TZVPD.

Each line ends with the Mulliken charge.
CARTESIAN COORDINATES (ANGSTROEM)
C  0.06  -0.23  -0.26  0.340
C  0.47  -1.00  0.98  0.713
N  1.07  0.20  -1.21  0.895
O  2.06  0.58  -0.64  -0.458
O  0.83  0.22  -2.37  -0.477
O  -1.54  1.01  1.49  -0.496
O  -0.39  2.32  -0.29  -0.505
F  -1.01  -1.47  -1.18  -0.394
F  1.39  -1.93  0.74  -0.238
F  -0.58  -1.59  1.52  -0.204
F  0.96  -0.14  1.87  -0.206
F  -2.25  0.86  -0.84  -0.173
S  -1.06  1.17  0.18  1.203

Relative energy (zero: lowest compared OMol25 entry of this formula, charge and spin) = 211.5 kJ/mol
LUMO = -2.89 eV
E_HOMO = -13.142 eV
Frontier orbital gap = 10.25 eV
Molar mass = 229.082 g/mol
E = -36170.260 eV


Here is a structure of composition C2H3N3S at a distorted geometry from the Open Molecules 2025 dataset. Energies are from ωB97M-V/def2-TZVPD.

Each line ends with the Mulliken charge.
CARTESIAN COORDINATES (ANGSTROEM)
C  -0.41  -1.13  -0.03  -0.187
C  0.15  1.03  -0.43  0.169
N  0.10  -0.90  1.10  -0.403
N  -0.30  -0.10  -0.97  -0.088
N  0.70  0.22  1.19  -0.121
S  0.42  2.50  -0.96  -0.325
H  -0.73  -2.07  -0.24  0.466
H  -1.05  -0.16  -1.65  0.287
H  1.12  0.61  1.99  0.203

Relative energy (zero: lowest compared OMol25 entry of this formula, charge and spin) = 228.1 kJ/mol
LUMO = 0.58 eV
E_HOMO = -8.151 eV
Frontier orbital gap = 8.73 eV
Molar mass = 101.134 g/mol
E = -17425.433 eV


Here is a cluster of 2 separate species, C26H32N3O in total at a distorted geometry from the Open Molecules 2025 dataset. Energies are from ωB97M-V/def2-TZVPD.

Each line ends with the Mulliken charge.
CARTESIAN COORDINATES (ANGSTROEM)
C  -4.42  2.96  -1.01  -1.124
N  -3.32  3.89  -0.89  0.107
C  -3.71  5.28  -0.73  -0.930
C  -2.05  3.45  -0.75  1.571
C  -0.93  4.33  -0.79  -1.167
C  0.36  3.86  -0.65  -1.302
C  0.63  2.48  -0.52  0.274
C  1.91  1.84  -0.41  -0.098
C  3.15  2.45  -0.45  0.563
C  4.35  1.69  -0.32  -0.006
N  5.32  1.04  -0.21  -0.651
C  3.35  3.84  -0.66  -0.126
N  3.55  4.98  -0.83  -0.641
C  -0.49  1.61  -0.51  0.671
C  -1.79  2.05  -0.60  -0.014
H  -4.20  2.19  -1.77  0.407
H  -4.64  2.45  -0.07  0.324
H  -5.30  3.52  -1.33  0.304
H  -2.84  5.95  -0.77  0.266
H  -4.40  5.54  -1.54  0.334
H  -4.23  5.44  0.22  0.304
H  -1.08  5.39  -0.96  0.163
H  1.17  4.58  -0.63  0.303
H  1.92  0.76  -0.30  0.847
H  -0.28  0.55  -0.39  -0.879
H  -2.62  1.34  -0.55  0.509
C  -1.09  -3.44  -2.79  -2.497
C  -0.54  -2.35  -1.88  2.856
C  0.43  -1.50  -2.70  -1.510
C  -1.74  -1.53  -1.42  -1.329
C  0.18  -2.95  -0.64  -0.292
C  0.87  -2.10  0.33  0.281
O  1.19  -0.90  0.04  -0.279
C  1.24  -2.67  1.61  -0.497
C  1.66  -1.75  2.79  2.610
C  2.00  -2.57  4.04  -2.421
C  0.50  -0.82  3.14  -1.585
C  2.90  -0.93  2.43  -1.523
C  1.23  -4.04  1.74  -0.146
C  0.74  -4.87  0.73  -1.712
C  0.21  -4.32  -0.43  -0.349
H  -1.82  -4.06  -2.27  0.442
H  -1.59  -2.99  -3.66  0.456
H  -0.28  -4.08  -3.18  0.443
H  0.87  -0.70  -2.09  0.082
H  1.25  -2.13  -3.08  0.372
H  -0.10  -1.05  -3.55  0.448
H  -1.47  -0.75  -0.71  0.077
H  -2.23  -1.06  -2.28  0.437
H  -2.47  -2.18  -0.91  0.418
H  2.86  -3.23  3.87  0.420
H  2.26  -1.90  4.87  0.430
H  1.14  -3.17  4.37  0.454
H  0.26  -0.16  2.31  0.183
H  -0.39  -1.42  3.39  0.344
H  0.76  -0.21  4.02  0.443
H  2.70  -0.29  1.57  0.095
H  3.20  -0.31  3.28  0.472
H  3.73  -1.60  2.17  0.292
H  1.60  -4.50  2.66  0.390
H  0.74  -5.95  0.86  0.296
H  -0.21  -4.98  -1.18  0.392

Relative energy (zero: lowest compared OMol25 entry of this formula, charge and spin) = 0.0 kJ/mol
LUMO = 2.08 eV
E_HOMO = -3.400 eV
Total charge = -1
Frontier orbital gap = 5.48 eV
Molar mass = 402.562 g/mol
E = -33999.718 eV